# 1
Molecular formula: C16H18N2S8Ti
Method: DFT, wB97M-V/def2-TZVPD

Values from the calculation:
⟨S²⟩: 2.008
spin multiplicity: 3
LUMO (alpha / beta): 0.11 / 0.09 eV
energy relative to the best compared isomer or geometry (same formula, charge and spin): 0.00 kcal/mol
gap between HOMO and LUMO (alpha / beta): 0.25382 / 0.27250 Eh

XYZ file:
```
45
C16H18N2S8Ti, DFT wB97M-V/def2-TZVPD
Ti -0.30112 -0.01739 -0.02062
S 1.76192 -2.31906 4.63082
C 0.80675 -2.20923 3.28560
S -0.75010 -1.48435 3.26049
C -1.05783 -1.57649 1.53032
C -0.05780 -2.18106 0.78909
S 0.08860 -2.22121 -0.95250
S 1.29082 -2.79462 1.74166
S -2.44822 -0.73499 0.88781
C -0.75000 2.36147 -5.38348
C -1.35572 0.97026 -5.14933
S -1.06398 0.20103 -3.54705
C -2.23968 1.12244 -2.52555
C -1.81262 2.53627 -2.12290
S -0.31127 2.46579 -1.08904
C 1.09755 3.14836 -2.03839
C 0.88522 3.68622 -3.45504
S 0.97404 2.53121 -4.84423
H -1.33930 3.14443 -4.91101
H -0.77545 2.57219 -6.45359
H -0.91195 0.27542 -5.86435
H -2.42703 0.99259 -5.36063
H -2.30220 0.54914 -1.59306
H -3.22436 1.10782 -2.99461
H -2.57425 2.95338 -1.46309
H -1.69907 3.18766 -2.98064
H 1.87242 2.38299 -2.03780
H 1.44739 3.98647 -1.43580
H 1.69836 4.39488 -3.61845
H -0.02942 4.27532 -3.52278
N 2.92474 0.88834 2.78477
C 2.39710 0.38892 1.64916
N 1.16259 0.78037 1.44843
C 0.83931 1.57831 2.54649
C -0.35523 2.20404 2.88692
C -0.38308 2.90920 4.07335
C 0.74007 2.99053 4.90897
C 1.92689 2.36250 4.58828
C 1.94888 1.65822 3.39211
H 3.82151 0.62637 3.15492
H 2.94246 -0.27155 0.99385
H -1.23707 2.11849 2.26461
H -1.29546 3.40230 4.38084
H 0.66402 3.54735 5.83317
H 2.78495 2.40541 5.24521
```

Here are the Löwdin charges for atoms 1 to 5, given in e: 0.235, 0.501, -1.515, 0.903, -1.191

# 2
Molecular formula: CH2N4O
Method: DFT, wB97M-V/def2-TZVPD

Values from the calculation:
spin multiplicity: 1
LUMO: 0.61 eV
energy relative to the best compared isomer or geometry (same formula, charge and spin): 59.01 kcal/mol
gap between HOMO and LUMO: 0.42704 Eh
SMILES: On1cnnn1

XYZ file:
```
8
CH2N4O, DFT wB97M-V/def2-TZVPD
O 1.81938 -0.06630 -0.00016
N 0.43023 -0.10576 -0.06924
C -0.45113 0.90909 -0.01958
N -1.66429 0.40919 0.04283
N -1.49468 -0.94286 -0.00024
N -0.28615 -1.23872 -0.07721
H 1.97037 -0.98374 0.28967
H -0.32372 2.01909 -0.16608
```

Here are the Löwdin charges for atoms 1 to 5, given in e: 0.072, -0.175, -0.150, 0.016, -0.048

# 3
Molecular formula: C23H20Cl2O4PYb
Method: DFT, wB97M-V/def2-TZVPD

Values from the calculation:
⟨S²⟩: 0.754
spin multiplicity: 2
LUMO (alpha / beta): -1.03 / -1.02 eV
energy relative to the best compared isomer or geometry (same formula, charge and spin): 224.62 kcal/mol
gap between HOMO and LUMO (alpha / beta): 0.21554 / 0.21777 Eh

XYZ file:
```
51
C23H20Cl2O4PYb, DFT wB97M-V/def2-TZVPD
C -1.23851 -1.84663 3.04462
C -0.01172 -1.32263 2.70197
C -0.03337 0.11944 2.86790
H 0.82966 -1.91722 2.41061
C -1.28906 0.54996 3.26094
C -2.06815 -0.69933 3.41124
H -3.14457 -0.65862 3.71852
H -1.65400 -2.82050 2.90014
H 0.79852 0.78693 2.71256
H -1.70705 1.49407 3.38215
Yb -1.39153 -0.46920 1.16822
Cl -2.82787 1.29841 0.44436
P 0.14152 0.11144 -0.54508
C 1.10197 1.56179 -0.11473
C 2.47820 1.60646 -0.34853
H 2.99163 0.73316 -0.72778
C 3.19577 2.77019 -0.09713
H 4.26530 2.78823 -0.28033
C 2.54997 3.90461 0.38113
H 3.11334 4.81147 0.57514
C 1.17614 3.87185 0.60353
H 0.66295 4.75569 0.96617
C 0.45614 2.71343 0.36273
H -0.61791 2.69053 0.52696
C 1.28849 -1.24913 -0.75430
C 2.18090 -1.62284 0.26410
H 2.22144 -1.05169 1.18533
C 3.02845 -2.70557 0.09163
H 3.72289 -2.97517 0.88041
C 2.99094 -3.44329 -1.08866
H 3.65150 -4.29265 -1.22157
C 2.09942 -3.08646 -2.09542
H 2.06045 -3.65922 -3.01470
C 1.25353 -2.00061 -1.93219
H 0.55768 -1.72847 -2.71646
C -0.54934 0.44665 -2.15260
C 0.19496 1.24174 -3.01957
H 1.12530 1.68283 -2.68598
C -0.25140 1.48052 -4.31247
H 0.33996 2.10317 -4.97558
C -1.45212 0.93270 -4.75079
H -1.80114 1.12302 -5.75975
C -2.20466 0.14231 -3.88699
H -3.14497 -0.28332 -4.21971
C -1.76525 -0.10317 -2.59657
H -2.35581 -0.71627 -1.92466
O -4.90374 -2.28052 2.65678
Cl -4.30177 -1.43565 3.69168
O -5.05763 -0.23547 3.92267
O -3.77676 -2.20351 4.78276
O -2.92871 -0.91348 2.30730
```

Here are the Löwdin charges for atoms 1 to 5, given in e: -0.060, -0.214, -0.201, 0.092, -0.062

# 4
Molecular formula: C39H48O15
Method: DFT, wB97M-V/def2-TZVPD

Values from the calculation:
spin multiplicity: 1
LUMO: 0.19 eV
energy relative to the best compared isomer or geometry (same formula, charge and spin): 110.55 kcal/mol
gap between HOMO and LUMO: 0.29769 Eh
SMILES: Oc1ccc(O)cc1.Oc1ccc(O)cc1.Oc1ccc(O)cc1.Oc1ccc(O)cc1.Oc1ccc(O)cc1.Oc1ccc(O)cc1.CO.CO.CO

XYZ file:
```
102
C39H48O15, DFT wB97M-V/def2-TZVPD
O 0.82541 2.42789 5.02795
C 2.16541 2.06289 5.10295
C 3.03041 2.98789 5.56895
C 4.36341 2.64589 5.59595
C 4.85341 1.38389 5.39395
O 6.11141 1.02589 5.47395
C 3.84541 0.43189 4.87895
C 2.53441 0.75889 4.89195
H 0.55041 3.19989 5.37795
H 2.65741 3.96089 5.87095
H 5.00641 3.32889 5.91195
H 6.43441 0.90689 4.54595
H 4.25441 -0.49511 4.60695
H 1.89441 0.01589 4.47495
O -0.02959 -5.01211 -1.94905
C -1.19459 -4.74611 -2.60105
C -1.46759 -5.49111 -3.74105
C -2.73459 -5.47011 -4.44705
C -3.65959 -4.49411 -3.97905
O -4.85159 -4.29511 -4.58405
C -3.44959 -3.72111 -2.81305
C -2.16459 -3.90111 -2.15105
H 0.11341 -4.25111 -1.20905
H -0.81859 -6.36511 -4.25505
H -2.64459 -6.05511 -5.31105
H -5.56259 -4.47711 -4.06905
H -4.28459 -2.96011 -2.53605
H -2.00759 -3.20111 -1.37305
O 4.29741 -8.20611 4.23095
C 3.53841 -7.15411 3.95995
C 2.51741 -6.78111 4.77395
C 1.84241 -5.63011 4.64695
C 2.18641 -4.75011 3.58195
O 1.58541 -3.51111 3.45495
C 3.13441 -5.24111 2.58495
C 3.91641 -6.38011 2.73495
H 4.10741 -8.96711 4.85495
H 2.45641 -7.52611 5.66595
H 1.04441 -5.39611 5.22595
H 1.42841 -2.98711 4.24895
H 3.31541 -4.57411 1.97895
H 4.68141 -6.67511 2.10195
O 0.16541 2.24689 -0.66305
C 0.25841 0.86389 -0.40505
C 0.70341 0.47189 0.79795
C 0.95141 -0.81211 1.10395
C 0.79041 -1.83511 0.14295
O 1.14741 -3.11811 0.45095
C 0.21241 -1.50011 -1.19005
C -0.05559 -0.14611 -1.35005
H -0.78359 2.38889 -0.96905
H 1.31341 1.33589 1.27595
H 1.48441 -0.96511 2.08995
H 1.14541 -3.38811 1.51495
H -0.16659 -2.22811 -1.96205
H -0.20459 0.39389 -2.17705
O -2.88759 5.54689 4.83295
C -2.63659 5.51089 3.42295
C -3.14459 6.49989 2.61795
C -2.85659 6.44289 1.25995
C -2.30459 5.26489 0.71095
O -2.27959 5.13389 -0.67905
C -1.71259 4.27389 1.59895
C -1.94159 4.49089 2.99895
H -1.99959 5.27089 5.33095
H -3.75559 7.22189 3.05695
H -3.26059 6.94289 0.39695
H -2.85259 6.03289 -0.83105
H -1.18459 3.48189 1.16595
H -1.46459 3.52889 3.55295
O 0.50641 3.40689 -3.32205
C -0.63259 3.25589 -4.10305
C -1.72659 4.15789 -4.02905
C -2.80459 4.04789 -4.96305
C -2.90859 3.11789 -5.96905
O -3.94559 3.06389 -6.84405
C -1.84559 2.13089 -6.07805
C -0.76959 2.14489 -5.11605
H 0.74141 4.40289 -3.18305
H -1.48659 4.82189 -3.18105
H -3.65559 4.62889 -4.87405
H -4.30359 2.23389 -7.38705
H -1.68459 1.31589 -6.94205
H 0.05341 1.47889 -5.30705
C -1.10359 -2.06211 -4.90905
O -0.70759 -1.31111 -5.99505
H -0.25659 -2.17411 -4.30005
H -0.99859 -3.19711 -5.17205
H -1.77459 -1.64211 -4.34805
H -0.12559 -1.90311 -6.62405
C 3.29341 3.02889 -1.10905
O 4.68141 3.18189 -1.22505
H 2.48941 3.10489 -2.04605
H 2.97141 3.49889 0.05395
H 3.08841 1.87089 -0.98605
H 5.01241 2.62089 -0.75605
C -3.25259 1.09989 -0.39405
O -3.22059 0.30089 0.71295
H -4.24559 0.87789 -0.96105
H -2.56259 0.69489 -1.19405
H -2.93959 2.11489 -0.15805
H -2.38959 -0.08811 0.86295
```

Here are the Löwdin charges for atoms 1 to 5, given in e: 0.059, -0.306, -0.014, -0.015, -0.344

# 5
Molecular formula: C2H5N3S2
Method: DFT, wB97M-V/def2-TZVPD

Values from the calculation:
spin multiplicity: 1
LUMO: -0.83 eV
energy relative to the best compared isomer or geometry (same formula, charge and spin): 143.30 kcal/mol
gap between HOMO and LUMO: 0.27100 Eh

XYZ file:
```
12
C2H5N3S2, DFT wB97M-V/def2-TZVPD
C 1.59202 -0.05852 -0.94477
C -1.78039 0.39956 0.56066
H -0.40591 -1.12801 0.72721
H 0.74675 -1.53456 2.14370
H 2.41904 -0.03597 -1.68977
H -0.02470 1.48816 -1.79858
H -2.54274 0.69468 1.20800
N 0.50308 -0.83283 1.06731
N 1.65069 -0.91803 0.00579
N 0.46744 0.96946 -1.00279
S -0.34194 1.56818 0.39123
S -2.28336 -0.61212 -0.66799
```

Here are the Löwdin charges for atoms 1 to 5, given in e: -0.235, -0.886, -0.076, 0.204, 0.113

# 6
Molecular formula: C5H15N
Method: DFT, wB97M-V/def2-TZVPD

Values from the calculation:
⟨S²⟩: 0.755
spin multiplicity: 2
LUMO (alpha / beta): -3.43 / -8.74 eV
energy relative to the best compared isomer or geometry (same formula, charge and spin): 41.37 kcal/mol
gap between HOMO and LUMO (alpha / beta): 0.40358 / 0.20819 Eh
total charge: +1

XYZ file:
```
21
C5H15N, DFT wB97M-V/def2-TZVPD
C 0.14637 -2.01033 -0.93380
C -1.36591 -1.89292 -1.25172
C -2.23176 -0.99473 -0.32779
H 0.33744 -2.44598 0.06842
H 0.59255 -1.02141 -0.90146
H 0.82924 -2.60433 -1.58673
H -1.79693 -2.89600 -1.24196
H -1.48211 -1.49141 -2.31287
H -2.37169 -1.39104 0.71037
H -1.92710 -0.00077 -0.50441
H -3.23613 -1.02737 -0.67013
C 2.47323 1.49750 0.84502
N 1.02734 1.28365 0.42933
C -0.08373 1.97692 1.16715
H 2.36775 1.02895 1.81240
H 2.97269 0.87329 0.04303
H 2.97830 2.54957 0.86938
H 0.96270 1.74628 -0.47469
H 0.19157 1.80371 2.27117
H -1.12061 1.39191 1.05903
H -0.11821 3.04038 0.85999
```

Here are the Löwdin charges for atoms 1 to 5, given in e: -0.125, -0.292, -0.120, 0.076, 0.020

# 7
Molecular formula: C4H11NO2
Method: DFT, wB97M-V/def2-TZVPD

Values from the calculation:
⟨S²⟩: 0.756
spin multiplicity: 2
LUMO (alpha / beta): -4.26 / -9.24 eV
energy relative to the best compared isomer or geometry (same formula, charge and spin): 16.56 kcal/mol
gap between HOMO and LUMO (alpha / beta): 0.36406 / 0.18098 Eh
total charge: +1

XYZ file:
```
18
C4H11NO2, DFT wB97M-V/def2-TZVPD
N 0.96105 -1.08419 -0.30938
C -0.20882 -0.70037 0.23454
C -1.44856 -0.71076 -0.65614
C -2.80620 -1.07731 -0.05925
C -1.49847 0.71883 -1.26536
O -0.28886 -0.50806 1.44136
H 1.02641 -1.15258 -1.30215
H 1.84624 -0.85912 0.14760
H -1.19660 -1.44249 -1.42860
H -2.78927 -2.02091 0.48830
H -3.06999 -0.32246 0.68229
H -3.60691 -1.09706 -0.78740
H -1.22782 0.65529 -2.32201
H -0.93564 1.46305 -0.71168
H -2.51882 1.09436 -1.35079
H 3.63540 1.97595 0.41144
H 4.14214 3.43536 0.67539
O 4.39772 2.49150 0.73062
```

Here are the Löwdin charges for atoms 1 to 5, given in e: 0.266, -0.366, -0.278, -0.033, -0.014

# 8
Molecular formula: C40H38F3N8SSc
Method: DFT, wB97M-V/def2-TZVPD

Values from the calculation:
spin multiplicity: 1
LUMO: -6.47 eV
energy relative to the best compared isomer or geometry (same formula, charge and spin): 0.00 kcal/mol
gap between HOMO and LUMO: 0.24539 Eh
total charge: +2

XYZ file:
```
91
C40H38F3N8SSc, DFT wB97M-V/def2-TZVPD
Sc 0.87619 -0.41363 0.22022
C 2.55688 -0.11226 3.57959
C 2.89047 -0.27701 2.11887
C 3.10556 0.86750 1.32832
C 3.05965 2.21590 2.00163
C 3.45762 0.72208 -0.03120
C 3.97185 1.87032 -0.86250
C 3.49224 -0.56072 -0.60351
C 3.82338 -0.71370 -2.06634
C 3.40186 -1.70640 0.21024
C 3.84034 -3.01405 -0.40068
C 3.09502 -1.56849 1.57863
C 3.11214 -2.74513 2.52487
H 1.47447 -0.04171 3.71857
H 3.00667 0.78755 3.98854
H 2.91333 -0.94825 4.17182
H 3.93561 2.33962 2.64274
H 2.17403 2.30703 2.62991
H 3.06326 3.03938 1.30027
H 3.30306 2.14358 -1.67900
H 4.91863 1.57891 -1.31815
H 4.16206 2.75745 -0.26897
H 4.90370 -0.80068 -2.21104
H 3.48819 0.14294 -2.64722
H 3.36909 -1.60594 -2.49154
H 3.20138 -3.32220 -1.22798
H 3.88784 -3.82640 0.31469
H 4.84578 -2.89240 -0.80711
H 4.03944 -2.72383 3.10243
H 3.07381 -3.70572 2.02504
H 2.28232 -2.71504 3.22527
C -0.01494 -4.96162 -0.06941
C 0.78248 -3.82607 0.03974
N 0.47648 -2.69576 -0.58733
C -0.64890 -2.70741 -1.31942
C -1.51402 -3.79009 -1.28447
N -1.19007 -4.92447 -0.67228
C -0.82979 -1.54094 -2.20494
C -1.62093 -1.60088 -3.33641
C -1.68865 -0.50401 -4.19118
C -0.93197 0.61332 -3.84970
C -0.15083 0.59139 -2.71015
N -0.08698 -0.46626 -1.88842
C 0.55194 1.78867 -2.23139
C 0.90560 2.86684 -3.03408
N 1.29922 4.02226 -2.51223
C 1.32723 4.10166 -1.18964
C 1.08480 2.99331 -0.38498
N 0.73132 1.82651 -0.90829
C -2.52728 -0.52552 -5.40739
C -2.62870 -1.67546 -6.18142
C -3.41559 -1.63728 -7.32295
N -4.08982 -0.56064 -7.71379
C -3.99468 0.53229 -6.96350
C -3.22725 0.60561 -5.81049
H 0.29736 -5.89880 0.37319
H 1.67947 -3.84175 0.63280
H -2.48501 -3.74833 -1.76111
H -2.17660 -2.49875 -3.56408
H -0.96090 1.49848 -4.46889
H 0.87929 2.79713 -4.11462
H 1.56246 5.06361 -0.75165
H 1.14886 3.04362 0.68923
H -2.08564 -2.57732 -5.93085
H -3.50437 -2.51388 -7.95309
H -4.55886 1.39439 -7.29812
H -3.21208 1.51849 -5.22959
F -5.72508 3.78467 5.76461
C -4.66092 4.52228 5.40865
F -5.12214 5.57898 4.72338
F -4.08792 4.97782 6.52661
C -3.70404 3.71057 4.56992
C -2.39997 3.49511 4.98359
C -1.54603 2.73790 4.19742
C -1.99669 2.19743 2.99378
C -3.31353 2.42772 2.58201
C -4.16203 3.18166 3.36906
C -1.11640 1.39904 2.18708
C -0.36703 0.72148 1.50250
H -2.05292 3.91498 5.91681
H -0.52860 2.55935 4.51799
H -3.66045 2.01687 1.64277
H -5.18058 3.36504 3.05332
N -2.36479 -3.67178 3.24376
C -1.88193 -2.52501 2.76930
N -2.72648 -1.51257 2.56386
S -0.22610 -2.35212 2.44044
H -3.32346 -3.77166 3.53591
H -1.72269 -4.41847 3.44697
H -3.69998 -1.55903 2.81778
H -2.33874 -0.62122 2.28691
```

Here are the Löwdin charges for atoms 1 to 5, given in e: 1.012, -0.009, -0.212, -0.199, -0.026

# 9
Molecular formula: C19H13Cl3IrO3PSe2
Method: DFT, wB97M-V/def2-TZVPD

Values from the calculation:
spin multiplicity: 1
LUMO (alpha / beta): -1.56 / -1.56 eV
energy relative to the best compared isomer or geometry (same formula, charge and spin): 42.09 kcal/mol
gap between HOMO and LUMO (alpha / beta): 0.22271 / 0.22273 Eh

XYZ file:
```
42
C19H13Cl3IrO3PSe2, DFT wB97M-V/def2-TZVPD
Ir 1.54033 -1.05106 1.02066
Cl -1.20157 -4.47726 6.93236
C -0.84007 -3.87806 5.36496
C 0.04433 -2.81326 5.23236
C 0.33303 -2.34256 3.97046
Cl 1.45383 -1.05056 3.74636
C -0.26107 -2.87386 2.79096
O -0.05027 -2.40486 1.62336
C -1.15627 -3.96266 2.99726
Cl -1.89947 -4.64566 1.61356
C -1.43387 -4.45926 4.25226
H 0.49933 -2.35796 6.09766
H -2.11907 -5.28296 4.37066
Se 1.39923 -0.76536 -1.56064
P 0.18813 1.01424 -1.03724
Se 0.06943 1.21304 1.12586
C 0.93423 2.50304 -1.80684
C 1.15773 3.63844 -1.03934
C 1.82773 4.71964 -1.58664
C 2.26903 4.67074 -2.89914
C 2.02543 3.54614 -3.67264
C 1.36573 2.45834 -3.12844
C -1.47147 0.77234 -1.77054
C -2.60787 0.90334 -0.98504
C -3.85107 0.61044 -1.51994
C -3.95897 0.19094 -2.83574
C -2.82307 0.06124 -3.62034
C -1.57787 0.34324 -3.08884
H 0.82373 3.67354 -0.00984
H 2.02643 5.59194 -0.97934
H 2.80753 5.50914 -3.31764
H 2.37343 3.50524 -4.69514
H 1.20213 1.56354 -3.71414
H -2.52117 1.21694 0.04786
H -4.73357 0.68644 -0.89964
H -4.92987 -0.04376 -3.24774
H -2.90317 -0.28766 -4.64004
H -0.68047 0.20744 -3.67734
O 3.48553 -2.49946 1.04926
C 4.19013 -1.48796 1.13466
O 3.71403 -0.32926 1.21116
H 5.28993 -1.58606 1.15036
```

Here are the Löwdin charges for atoms 1 to 5, given in e: 0.807, 0.671, -0.702, -0.136, -0.561

no.,calculated total energy (eV)
1,-129663.3529
2,-9073.7390
3,-98213.6285
4,-71917.4189
5,-28290.4536
6,-6907.6427
7,-9902.2778
8,-93696.0084
9,-206444.4660